Record 1
Computed, not measured: a cluster of 2 separate species, C10H16 in total at a distorted geometry, with ωB97M-V/def2-TZVPD.

```
26
C10H16, DFT ωB97M-V/def2-TZVPD
C 0.888 1.098 -2.498
C 0.769 -0.269 -1.837
C 1.722 -0.647 -0.868
C 1.528 -1.800 -0.140
C 0.430 -2.616 -0.386
C -0.507 -2.232 -1.310
C -0.404 -0.991 -1.961
H 1.377 1.812 -1.846
H -0.094 1.492 -2.662
H 1.477 1.034 -3.415
H 2.558 0.020 -0.714
H 2.094 -2.035 0.754
H 0.404 -3.552 0.159
H -1.376 -2.834 -1.518
H -1.144 -0.662 -2.663
C -1.411 0.022 2.351
C -1.366 1.477 1.936
C 0.013 1.897 1.440
H -0.591 -0.561 1.926
H -2.338 -0.508 2.126
H -1.258 -0.076 3.428
H -2.106 1.710 1.157
H -1.760 2.181 2.673
H 0.139 1.416 0.477
H 0.130 2.973 1.268
H 0.825 1.650 2.123
```

Properties
Lowest unoccupied orbital energy ... 1.036 eV
SMILES ... Cc1ccccc1.CCC
E_HOMO ... -9.09 eV
ΔE to the lowest compared entry with this formula, charge and spin ... 0.525 eV

Record 2
Computed, not measured: a cluster of 10 separate species, C25H51Cl18FOP in total at a distorted geometry, with ωB97M-V/def2-TZVPD.

```
97
C25H51Cl18FOP, DFT ωB97M-V/def2-TZVPD
C 2.143 -0.578 2.259
C 1.633 0.722 1.626
C 0.906 1.625 2.635
C -0.625 1.785 2.480
C -1.265 2.071 3.843
P -1.474 0.347 1.776
C -1.496 -0.969 3.028
C -1.636 -2.350 2.468
O -2.485 -3.124 2.850
F -0.771 -2.704 1.518
H 1.359 -0.981 2.893
H 2.409 -1.243 1.453
H 2.979 -0.380 2.904
H 2.522 1.251 1.310
H 1.075 0.526 0.723
H 1.103 1.283 3.644
H 1.341 2.609 2.569
H -0.805 2.652 1.868
H -0.677 2.812 4.358
H -1.283 1.203 4.489
H -2.274 2.444 3.732
H -0.963 -0.097 0.560
H -2.806 0.707 1.560
H -0.626 -0.847 3.657
H -2.376 -0.793 3.638
Cl -4.448 -0.024 4.203
C -5.685 -1.309 4.002
C -6.598 -1.393 5.195
Cl -5.751 -1.992 6.637
H -5.164 -2.248 3.830
H -6.257 -1.061 3.111
H -7.408 -2.091 4.986
H -7.031 -0.425 5.436
Cl 4.812 -2.190 -1.170
C 6.247 -2.142 -0.116
C 5.891 -1.790 1.303
Cl 5.338 -0.100 1.453
H 6.951 -1.432 -0.540
H 6.696 -3.133 -0.145
H 6.765 -1.894 1.945
H 5.104 -2.434 1.687
Cl -1.043 5.443 -0.291
C 0.246 4.610 -1.196
C -0.266 3.400 -1.925
Cl -0.761 2.112 -0.773
H 1.029 4.346 -0.488
H 0.653 5.319 -1.913
H 0.519 2.982 -2.553
H -1.121 3.630 -2.560
Cl -10.665 -4.156 4.900
C -9.479 -5.483 4.809
C -8.807 -5.737 6.133
Cl -7.738 -4.390 6.608
H -8.754 -5.230 4.040
H -10.019 -6.374 4.495
H -8.187 -6.629 6.063
H -9.533 -5.883 6.928
Cl -4.142 -3.117 -1.656
C -3.848 -4.499 -0.562
C -3.035 -5.581 -1.222
Cl -3.938 -6.400 -2.518
H -4.813 -4.872 -0.230
H -3.310 -4.114 0.304
H -2.773 -6.340 -0.486
H -2.119 -5.184 -1.650
Cl 6.159 3.678 5.445
C 7.527 2.905 4.603
C 7.093 1.697 3.814
Cl 6.584 0.355 4.872
H 8.277 2.648 5.346
H 7.948 3.649 3.929
H 7.922 1.331 3.212
H 6.267 1.934 3.152
Cl 5.894 -3.562 -4.886
C 4.677 -4.838 -5.148
C 3.725 -4.959 -3.987
Cl 4.524 -5.593 -2.527
H 5.203 -5.771 -5.329
H 4.126 -4.571 -6.048
H 2.925 -5.653 -4.239
H 3.283 -3.998 -3.736
Cl 0.386 4.396 -6.392
C -0.732 5.785 -6.484
C -0.864 6.482 -5.158
Cl -1.712 5.472 -3.950
H -1.691 5.419 -6.841
H -0.327 6.469 -7.222
H -1.447 7.393 -5.275
H 0.108 6.745 -4.750
Cl 1.343 6.649 -9.254
C 2.018 5.097 -9.821
C 3.249 5.292 -10.666
Cl 2.875 6.054 -12.231
H 1.238 4.574 -10.368
H 2.266 4.517 -8.934
H 3.699 4.324 -10.882
H 3.985 5.911 -10.160
```

Properties
Lowest unoccupied orbital energy ... -2.537 eV
Total charge ... +1
E_HOMO ... -12.06 eV

Record 3
Computed, not measured: a structure of composition C21H24MoN6OS4Te, with ωB97M-V/def2-TZVPD.

```
58
C21H24MoN6OS4Te, DFT ωB97M-V/def2-TZVPD
Mo 1.028 -0.166 -2.260
N 1.833 1.825 0.628
C 2.856 1.436 -0.133
N 2.739 0.814 -1.307
C 3.974 0.717 -1.947
C 5.029 1.123 -1.219
S 4.494 1.770 0.296
C 3.867 0.319 -3.339
C 4.808 0.215 -4.294
S 4.081 -0.127 -5.823
C 2.525 -0.105 -5.085
N 2.554 0.123 -3.776
N 1.407 -0.311 -5.781
H 0.885 1.829 0.270
H 2.007 2.342 1.473
H 6.070 1.147 -1.492
H 5.872 0.344 -4.206
H 1.430 -0.485 -6.771
H 0.517 -0.326 -5.307
C -3.928 1.674 -0.349
N -3.417 2.833 0.363
C -4.409 3.755 0.902
C -2.119 3.080 0.465
O -1.205 2.391 -0.023
H -4.664 1.166 0.274
H -3.109 0.993 -0.566
H -4.410 1.977 -1.280
H -5.063 3.234 1.601
H -5.012 4.164 0.091
H -3.910 4.573 1.417
H -1.889 3.976 1.052
S 0.439 -1.958 -3.161
N 0.636 -0.666 -0.293
S -0.722 -0.730 0.583
C -0.258 -0.332 2.253
C -0.908 0.719 2.879
C -0.550 1.055 4.179
C 0.451 0.348 4.825
C 1.093 -0.712 4.190
C 0.733 -1.064 2.903
C -1.141 -2.459 0.778
C -0.491 -3.427 0.031
C -0.885 -4.752 0.171
C -1.914 -5.086 1.036
C -2.557 -4.100 1.775
C -2.175 -2.776 1.650
H 1.375 -1.229 0.127
H -1.691 1.257 2.364
H -1.057 1.863 4.687
H 0.728 0.613 5.836
H 1.857 -1.272 4.710
H 1.201 -1.915 2.422
H 0.303 -3.160 -0.653
H -0.386 -5.519 -0.405
H -2.219 -6.118 1.139
H -3.358 -4.363 2.452
H -2.668 -2.009 2.233
Te -0.674 1.496 -2.584
```

Properties
Lowest unoccupied orbital energy (alpha / beta) ... -6.771 / -6.773 eV
Total charge ... +2
E_HOMO (alpha / beta) ... -13.40 / -13.40 eV
ΔE to the lowest compared entry with this formula, charge and spin ... 0.051 eV

Record 4
Computed, not measured: a structure of composition CrO8S2 at a distorted geometry, with ωB97M-V/def2-TZVPD.

```
11
CrO8S2, DFT ωB97M-V/def2-TZVPD
Cr -15.464 12.712 16.799
S -16.149 11.335 14.711
O -16.436 11.409 13.285
O -16.317 9.911 15.004
O -14.783 11.844 15.065
O -16.954 12.184 15.624
S -15.793 11.854 19.226
O -14.817 11.385 18.218
O -15.201 12.031 20.553
O -16.281 13.128 18.603
O -16.867 10.892 19.410
```

Properties
Lowest unoccupied orbital energy (alpha / beta) ... 5.313 / 5.103 eV
Spin multiplicity ... 5
Total charge ... -2
E_HOMO (alpha / beta) ... -1.31 / -1.93 eV
ΔE to the lowest compared entry with this formula, charge and spin ... 0.089 eV

Record 5
Computed, not measured: an isolated molecule of C4H5NO at a distorted geometry, with ωB97M-V/def2-TZVPD.

```
11
C4H5NO, DFT ωB97M-V/def2-TZVPD
O -0.172 1.779 0.567
C -0.681 0.734 0.180
N -0.640 0.226 -1.151
C 0.439 -0.741 -0.816
C 0.438 -0.578 0.734
C -0.822 -0.335 1.224
H -0.316 0.967 -1.767
H 1.419 -0.469 -1.220
H 0.182 -1.748 -1.167
H 1.101 0.212 1.151
H -0.947 -0.046 2.265
```

Properties
Lowest unoccupied orbital energy ... -0.538 eV
E_HOMO ... -8.95 eV
ΔE to the lowest compared entry with this formula, charge and spin ... 4.729 eV

Record 6
Computed, not measured: the ion C4H13N2O with charge +1 at a distorted geometry, with ωB97M-V/def2-TZVPD.

```
20
C4H13N2O, DFT ωB97M-V/def2-TZVPD
N -1.413 -2.187 -0.521
C -0.347 -1.240 -0.801
C -0.375 -0.126 0.268
N -1.788 0.171 0.632
C 0.438 1.108 -0.019
C 1.945 1.006 0.252
O 2.401 2.342 0.024
H -1.239 -2.882 0.196
H -1.809 -2.668 -1.314
H 0.635 -1.660 -0.734
H -0.652 -0.766 -1.729
H 0.046 -0.540 1.149
H -2.369 -0.489 0.096
H -1.869 -0.001 1.628
H -2.050 1.137 0.436
H 0.402 1.455 -1.058
H 0.105 1.960 0.533
H 2.064 0.799 1.320
H 2.510 0.267 -0.311
H 3.366 2.313 -0.047
```

Properties
Lowest unoccupied orbital energy ... -3.299 eV
Total charge ... +1
SMILES ... NC[C@H]([NH3+])CCO
E_HOMO ... -13.85 eV
ΔE to the lowest compared entry with this formula, charge and spin ... 1.813 eV

Record 7
Computed, not measured: a structure of composition C31H37ClMnN3OP2 at a distorted geometry, with ωB97M-V/def2-TZVPD.

```
76
C31H37ClMnN3OP2, DFT ωB97M-V/def2-TZVPD
Mn 0.456 1.220 -0.066
Cl -1.147 2.257 -1.781
C -1.181 1.077 -3.090
C -1.850 1.467 -4.236
C -1.978 0.559 -5.273
C -1.455 -0.725 -5.152
C -0.795 -1.088 -3.989
C -0.630 -0.185 -2.940
P 0.317 -0.678 -1.476
C 2.017 -0.980 -2.025
C 2.914 -1.440 -1.056
C 4.249 -1.644 -1.378
C 4.702 -1.365 -2.664
C 3.815 -0.904 -3.628
C 2.473 -0.712 -3.311
C -0.343 -2.317 -1.061
C -1.596 -2.399 -0.446
C -2.160 -3.633 -0.151
C -1.468 -4.800 -0.462
C -0.225 -4.726 -1.075
C 0.340 -3.489 -1.374
H -2.267 2.465 -4.310
H -2.494 0.856 -6.178
H -1.564 -1.442 -5.960
H -0.386 -2.090 -3.890
H 2.571 -1.636 -0.045
H 4.942 -1.996 -0.621
H 5.752 -1.496 -2.910
H 4.168 -0.678 -4.629
H 1.795 -0.331 -4.067
H -2.145 -1.491 -0.218
H -3.138 -3.687 0.317
H -1.904 -5.768 -0.233
H 0.312 -5.635 -1.324
H 1.310 -3.445 -1.855
N 4.225 0.730 1.880
C 3.381 1.129 0.916
O 2.124 1.019 1.118
C 3.911 1.608 -0.315
C 2.850 1.960 -1.135
N 1.761 2.114 -1.473
C 5.295 1.546 -0.653
N 6.422 1.430 -0.883
H 5.222 0.843 1.776
H 3.853 0.375 2.740
C -0.150 3.528 1.851
C -1.411 2.732 2.234
C -1.812 3.012 3.685
P -1.204 0.977 1.724
C -2.900 0.313 1.378
C -3.988 0.844 2.320
C -3.368 0.521 -0.063
C -0.556 -0.094 3.078
C -1.570 -0.528 4.140
C 0.714 0.460 3.744
H -0.342 4.604 1.903
H 0.188 3.344 0.836
H 0.683 3.300 2.520
H -2.224 3.070 1.587
H -1.023 2.724 4.377
H -2.732 2.507 3.981
H -1.974 4.087 3.811
H -2.788 -0.761 1.546
H -4.185 1.907 2.134
H -3.760 0.718 3.374
H -4.920 0.304 2.117
H -3.524 1.585 -0.276
H -4.328 0.014 -0.216
H -2.668 0.136 -0.795
H -0.273 -0.982 2.515
H -1.919 0.322 4.735
H -1.078 -1.225 4.826
H -2.437 -1.044 3.725
H 0.460 1.204 4.500
H 1.412 0.899 3.038
H 1.230 -0.356 4.262
```

Properties
Lowest unoccupied orbital energy (alpha / beta) ... -2.614 / -2.466 eV
Spin multiplicity ... 2
Total charge ... +1
E_HOMO (alpha / beta) ... -11.00 / -10.93 eV

Record 8
Computed, not measured: a cluster of 3 separate species, C2H11N2O2 in total at a distorted geometry, with ωB97M-V/def2-TZVPD.

```
17
C2H11N2O2, DFT ωB97M-V/def2-TZVPD
C 0.123 1.333 0.713
C 1.302 0.838 1.116
N 1.848 1.013 2.351
N -0.517 0.703 -0.438
H -0.396 2.043 1.310
H 1.765 -0.002 0.560
H 2.751 0.631 2.582
H 1.767 1.906 2.819
H -0.983 1.375 -1.039
H -1.226 0.080 -0.005
H 0.149 0.090 -0.959
H 1.227 -2.314 -1.421
H 0.844 -1.922 -2.778
O 0.577 -1.750 -1.864
H -2.636 -1.995 -1.140
H -3.723 -0.870 -1.072
O -2.872 -1.158 -0.733
```

Properties
Lowest unoccupied orbital energy ... -2.901 eV
Total charge ... +1
E_HOMO ... -12.66 eV
ΔE to the lowest compared entry with this formula, charge and spin ... 1.268 eV

Record 9
Computed, not measured: a cluster of 6 separate species, C12H19Cl20O3P2 in total at a distorted geometry, with ωB97M-V/def2-TZVPD.

```
56
C12H19Cl20O3P2, DFT ωB97M-V/def2-TZVPD
C 1.157 5.261 1.657
C 0.769 3.979 0.871
C -0.625 4.134 0.245
C -1.430 2.795 0.210
C -1.462 2.236 -1.236
P -3.103 3.097 0.853
C -3.696 1.593 1.678
C -4.320 3.481 -0.440
P -5.166 5.115 -0.339
O -5.342 5.558 -1.683
O -6.584 4.930 0.350
O -4.291 6.170 0.475
H 2.121 5.619 1.321
H 1.261 5.048 2.714
H 0.438 6.053 1.502
H 1.509 3.829 0.098
H 0.786 3.143 1.562
H -1.197 4.849 0.830
H -0.525 4.561 -0.746
H -0.962 2.061 0.858
H -2.281 1.528 -1.344
H -0.528 1.714 -1.401
H -1.552 3.074 -1.912
H -3.034 4.067 1.859
H -3.632 0.777 0.969
H -4.753 1.754 1.868
H -3.162 1.395 2.597
H -3.907 3.390 -1.435
H -5.113 2.740 -0.378
H -6.519 4.638 1.278
H -4.393 6.104 1.441
C -2.830 -2.679 1.214
Cl -4.205 -2.046 2.135
Cl -3.423 -3.632 -0.145
Cl -1.855 -1.316 0.615
Cl -1.833 -3.686 2.258
C -0.616 -1.988 -3.136
Cl 0.265 -0.568 -2.546
Cl -2.281 -1.526 -3.522
Cl 0.173 -2.601 -4.594
Cl -0.634 -3.213 -1.876
C 3.191 -5.068 -1.886
Cl 3.307 -6.805 -2.165
Cl 4.810 -4.368 -1.846
Cl 2.250 -4.317 -3.182
Cl 2.386 -4.772 -0.335
C 5.509 -8.596 1.316
Cl 4.745 -7.077 0.840
Cl 6.262 -8.412 2.902
Cl 4.291 -9.873 1.382
Cl 6.743 -9.024 0.123
C 8.659 -4.628 -0.375
Cl 8.020 -6.273 -0.337
Cl 10.241 -4.586 0.407
Cl 8.814 -4.093 -2.053
Cl 7.550 -3.548 0.484
```

Properties
Lowest unoccupied orbital energy ... -3.451 eV
Total charge ... +1
E_HOMO ... -12.35 eV

Record 10
Computed, not measured: a structure of composition C4H13EuNO6P2 at a distorted geometry, with ωB97M-V/def2-TZVPD.

```
27
C4H13EuNO6P2, DFT ωB97M-V/def2-TZVPD
N 2.000 -0.189 1.860
C 2.071 -1.408 1.042
C 1.550 -1.217 -0.391
C 1.695 0.148 -1.113
C 0.404 0.516 -1.887
O -0.254 1.643 -1.236
P -1.220 1.514 -0.026
O -0.464 1.017 1.160
O -1.630 3.011 0.117
O -2.489 0.731 -0.374
P -2.673 -0.935 0.073
O -3.191 -0.787 1.547
O -4.027 -1.163 -0.707
H 1.207 0.429 1.571
H 2.882 0.271 1.775
H 3.088 -1.762 1.030
H 1.447 -2.138 1.527
H 0.529 -1.554 -0.418
H 2.117 -1.911 -0.993
H 2.528 0.147 -1.800
H 1.770 1.016 -0.463
H 0.594 0.868 -2.884
H -0.192 -0.377 -1.985
H -2.289 3.113 0.815
H -4.154 -0.788 1.636
H -3.994 -2.014 -1.148
Eu 2.695 1.817 1.270
```

Properties
Lowest unoccupied orbital energy (alpha / beta) ... -8.711 / -8.526 eV
Spin multiplicity ... 8
Total charge ... +2
E_HOMO (alpha / beta) ... -15.70 / -15.70 eV
ΔE to the lowest compared entry with this formula, charge and spin ... 0.000 eV

These records have molecular weight values of 136.2; 1055.8; 728.3; 244.1; 83.1; 105.2; 620.0; 95.1; 982.3; 385.1 g/mol, in the order they appear.